Record 1
18
Properties=species:S:1:pos:R:3 method="wB97M-V/def2-TZVPD" homo_energy_ev=-6.73 de_lowest_kcal_mol=98.3 homo_lumo_gap_ev=7.383
C 1.791 -1.782 0.062
C 0.036 -0.308 0.250
C 1.714 0.371 -0.343
C -2.013 1.054 0.599
C -1.289 0.087 -0.345
N 2.534 -0.693 -0.150
N 0.521 -1.583 0.375
N 2.073 1.680 -0.409
O -2.088 -0.995 -0.793
H 2.209 -2.763 0.276
H -3.012 1.098 0.287
H -1.631 2.180 0.632
H -1.893 0.788 1.649
H -1.009 0.692 -1.141
H 0.018 -2.443 0.315
H 1.416 2.276 -0.825
H 3.123 1.773 -0.508
H -2.499 -1.431 0.069

=====

Record 2
18
Properties=species:S:1:pos:R:3 method="wB97M-V/def2-TZVPD" homo_energy_ev=-8.42 de_lowest_kcal_mol=84.0 homo_lumo_gap_ev=9.119
H 1.920 1.690 1.287
N 1.484 1.343 0.432
C 0.603 0.413 0.672
C 0.287 0.227 2.205
C -0.183 -0.850 2.838
N -0.231 -0.146 -0.294
N -1.065 -1.243 0.035
C -0.196 0.168 -1.729
C 0.662 0.931 -2.420
O -1.260 -0.395 -2.433
H 0.624 1.062 2.812
H -0.479 -1.756 2.324
H -0.282 -0.850 3.919
H -1.966 -1.055 -0.411
H -0.712 -2.051 -0.482
H 1.555 1.356 -1.978
H 0.573 1.097 -3.487
H -1.332 0.060 -3.289

=====

Record 3
18
Properties=species:S:1:pos:R:3 method="wB97M-V/def2-TZVPD" homo_energy_ev="-7.85 / -7.85" de_lowest_kcal_mol=90.0 homo_lumo_gap_ev="8.461 / 8.461"
C -0.640 -1.323 0.032
C -2.241 0.250 0.019
C 0.289 -2.400 0.130
C 1.254 1.233 -0.953
C 1.105 1.132 0.539
N -1.828 -1.109 -0.119
N -1.327 0.999 0.636
N -0.135 0.411 0.945
O -3.259 0.620 -0.517
H 1.175 -2.100 0.863
H 0.707 -2.544 -0.909
H -0.177 -3.299 0.473
H 0.285 1.330 -1.458
H 1.783 2.122 -1.248
H 1.690 0.251 -1.271
H 1.847 0.468 0.913
H 1.014 2.024 1.114
H -1.544 1.936 0.811

=====

Record 4
18
Properties=species:S:1:pos:R:3 method="wB97M-V/def2-TZVPD" smiles="C=CC(N)=O.CNC#N" homo_energy_ev=-9.45 de_lowest_kcal_mol=35.1 homo_lumo_gap_ev=9.997
C 2.291 1.634 0.033
C 1.031 1.615 -0.422
C 0.416 0.584 -1.291
N 1.217 -0.400 -1.767
O -0.776 0.621 -1.571
H 3.021 0.866 -0.187
H 2.619 2.442 0.680
H 0.345 2.407 -0.135
H 2.215 -0.426 -1.624
H 0.809 -1.063 -2.411
C -2.549 -0.771 0.924
N -1.308 -1.572 0.918
C -0.278 -1.300 1.730
N 0.626 -1.058 2.408
H -2.855 -0.531 1.946
H -2.402 0.157 0.367
H -3.346 -1.343 0.440
H -1.078 -1.863 -0.039

=====

Record 5
18
Properties=species:S:1:pos:R:3 method="wB97M-V/def2-TZVPD" homo_energy_ev=-8.07 de_lowest_kcal_mol=149.2 homo_lumo_gap_ev=8.758
C 1.890 -0.737 -1.381
C 1.286 -1.402 -0.426
C 0.742 -0.811 0.832
C -0.796 -1.193 0.911
C -0.272 1.250 0.043
H 2.168 -1.459 -2.221
H 2.600 0.215 -1.214
H 0.996 -2.421 -0.541
H 1.280 -0.928 1.885
H -0.864 -2.239 0.937
H -1.224 -0.665 1.903
H -2.334 -1.177 -0.404
H -2.126 0.853 -0.935
H -1.571 2.913 0.246
N -1.422 -0.735 -0.268
N -1.525 0.661 -0.182
N -0.309 2.539 -0.104
O 0.846 0.627 0.544

=====

Record 6
19
Properties=species:S:1:pos:R:3 method="wB97M-V/def2-TZVPD" homo_energy_ev="-7.91 / -7.91" de_lowest_kcal_mol=143.7 homo_lumo_gap_ev="7.286 / 7.290"
C 1.714 -0.446 0.701
C 1.654 0.947 0.225
C -0.286 0.148 1.082
C -0.528 -2.046 -1.767
C -0.414 2.377 0.042
N 0.636 -0.851 1.223
N 0.193 1.220 0.390
N -1.602 0.008 1.464
O -2.086 -1.090 1.772
O -2.278 1.026 1.543
H 2.693 -1.015 0.584
H 2.135 1.507 1.039
H 1.923 1.192 -0.837
H -0.647 -1.004 -1.906
H -1.334 -2.403 -1.116
H -0.649 -2.541 -2.696
H 0.009 3.106 -0.663
H 0.308 -2.528 -1.315
H -1.439 2.392 0.236